# 1
C15H26BrCuN2O2Se2 | ωB97M-V/def2-TZVPD

Positions of all 49 atoms, in Å:
Cu -0.314 -0.373 -0.186
C -0.750 -3.228 2.300
Se -1.744 -2.219 0.964
C -1.519 -3.458 -0.527
C -0.074 -3.754 -0.894
Se 0.878 -2.198 -1.609
C 2.581 -2.541 -0.731
H -1.138 -4.242 2.366
H -0.908 -2.727 3.254
H 0.316 -3.249 2.078
H -2.044 -2.976 -1.350
H -2.035 -4.382 -0.271
H -0.042 -4.513 -1.672
H 0.502 -4.110 -0.044
H 3.033 -3.448 -1.120
H 2.433 -2.619 0.344
H 3.225 -1.691 -0.950
O 0.900 5.251 -2.408
C 0.666 4.030 -1.925
C 0.843 2.856 -2.659
C 0.566 1.657 -2.050
N 0.143 1.550 -0.777
C -0.033 2.683 -0.101
Br -0.689 2.554 1.661
C 0.213 3.935 -0.615
H 1.193 5.222 -3.326
H 1.177 2.878 -3.689
H 0.658 0.727 -2.596
H 0.050 4.828 -0.028
C -3.550 -0.051 -2.788
C -2.718 0.392 -1.592
C -3.603 0.626 -0.374
O -1.745 -0.595 -1.350
H -4.308 0.696 -3.028
H -4.051 -0.994 -2.554
H -2.914 -0.204 -3.662
H -2.233 1.345 -1.858
H -4.130 -0.297 -0.119
H -4.342 1.406 -0.570
H -3.008 0.929 0.492
C 2.200 -1.337 4.549
C 2.529 -0.250 3.516
C 1.652 -0.313 2.354
N 0.959 -0.372 1.448
H 2.878 -1.252 5.397
H 2.315 -2.333 4.121
H 1.181 -1.228 4.916
H 3.556 -0.341 3.163
H 2.425 0.744 3.952

Calculated values
- HOMO-LUMO gap (alpha / beta) (eV) = 8.91 / 7.59
- E_LUMO (alpha / beta) (eV) = -2.188 / -3.404
- E (Ha) = -9864.2968
- net charge = +1
- relative energy (zero: lowest compared OMol25 entry of this formula, charge and spin) (kJ/mol) = 0.0
- multiplicity = 2
- highest occupied orbital energy (alpha / beta) (Eh) = -0.4078 / -0.4040



# 2
C8H12 | ωB97M-V/def2-TZVPD

Positions of all 20 atoms, in Å:
C -2.061 -0.852 0.304
C -1.045 0.103 0.865
C -0.318 0.734 -0.343
C -0.494 2.042 -0.624
C 0.410 -1.386 -1.588
C 0.703 -0.190 -0.866
C 2.008 -0.242 -0.137
C 2.281 0.427 1.023
H -1.530 -1.292 -0.562
H -2.961 -0.434 -0.139
H -2.333 -1.681 0.971
H -0.234 -0.455 1.351
H -1.435 0.776 1.619
H -1.108 2.705 -0.006
H 0.153 2.538 -1.344
H 0.649 -1.909 -0.264
H 0.066 -1.294 -2.654
H 2.608 -1.090 -0.473
H 1.387 0.888 1.464
H 3.252 0.613 1.402

Calculated values
- HOMO-LUMO gap (eV) = 7.48
- E_LUMO (eV) = -0.172
- E (Ha) = -311.7563
- relative energy (zero: lowest compared OMol25 entry of this formula, charge and spin) (kJ/mol) = 604.1
- multiplicity = 1
- highest occupied orbital energy (Eh) = -0.2810



# 3
C3H5N2O | ωB97M-V/def2-TZVPD

Positions of all 11 atoms, in Å:
C -0.719 0.562 0.025
C 0.205 -0.422 -0.649
N 1.300 -0.928 -0.311
C 2.359 -0.779 0.511
N 3.260 0.049 0.195
O 4.104 0.626 -0.358
H -0.655 1.302 -0.818
H -1.716 0.110 -0.003
H -0.352 0.738 1.043
H -0.212 -0.797 -1.680
H 2.213 -1.226 1.479

Calculated values
- HOMO-LUMO gap (alpha / beta) (eV) = 7.26 / 7.73
- E_LUMO (alpha / beta) (eV) = -7.477 / -6.993
- structure (SMILES) = C/C=N\C=[N+]=O
- E (Ha) = -301.5993
- net charge = +1
- relative energy (zero: lowest compared OMol25 entry of this formula, charge and spin) (kJ/mol) = 603.9
- multiplicity = 1
- highest occupied orbital energy (alpha / beta) (Eh) = -0.5416 / -0.5411



# 4
C37H49AsOOsPS5Sb | ωB97M-V/def2-TZVPD

Positions of all 96 atoms, in Å:
Os 1.040 -1.016 0.419
C -2.408 1.207 0.865
C -1.748 2.495 1.274
C -2.482 3.677 1.219
C -1.959 4.877 1.673
C -0.677 4.911 2.205
C 0.075 3.746 2.256
C -0.437 2.538 1.780
P 0.528 0.972 1.889
C 2.130 1.452 2.660
C 2.532 0.800 3.828
C 3.732 1.107 4.450
C 4.552 2.081 3.905
C 4.179 2.704 2.724
C 2.989 2.394 2.072
C 2.733 3.062 0.744
C -0.374 0.097 3.204
C -0.662 0.705 4.428
C -1.243 -0.024 5.448
C -1.535 -1.372 5.241
C -1.287 -1.960 4.014
C -0.725 -1.230 2.960
C -0.589 -1.817 1.577
H -3.218 1.395 0.158
H -2.830 0.699 1.739
H -1.701 0.524 0.401
H -3.491 3.644 0.820
H -2.555 5.780 1.625
H -0.260 5.839 2.576
H 1.078 3.783 2.664
H 1.908 0.026 4.253
H 4.023 0.580 5.350
H 5.488 2.344 4.384
H 4.837 3.441 2.274
H 3.195 4.050 0.718
H 1.676 3.185 0.518
H 3.168 2.459 -0.056
H -0.402 1.746 4.587
H -1.455 0.443 6.401
H -1.970 -1.959 6.041
H -1.541 -3.002 3.852
H -1.538 -1.619 1.064
H -0.513 -2.903 1.657
S 5.613 -2.811 -0.322
As 4.239 -1.460 0.488
S 2.554 -2.285 1.640
S 2.926 -0.353 -0.890
S 5.607 -0.236 1.552
C 1.019 1.781 -3.483
S 0.430 1.890 -1.812
O -0.189 0.543 -1.524
C -0.919 3.012 -2.026
C -0.728 4.340 -1.680
C -1.782 5.233 -1.829
C -3.005 4.783 -2.305
C -3.187 3.440 -2.630
C -2.141 2.542 -2.491
H 0.228 1.321 -4.078
H 1.917 1.162 -3.467
H 1.247 2.785 -3.840
H 0.225 4.669 -1.280
H -1.650 6.272 -1.558
H -3.827 5.479 -2.415
H -4.149 3.094 -2.987
H -2.266 1.486 -2.709
C 0.488 -5.444 -0.619
C -0.639 -4.654 -1.287
C -1.900 -4.682 -0.418
Sb -0.033 -2.637 -1.678
C 1.419 -2.846 -3.231
C 0.934 -3.574 -4.481
C 2.700 -3.475 -2.685
C -1.760 -1.970 -2.790
C -2.438 -3.073 -3.611
C -2.780 -1.309 -1.864
H 0.141 -6.453 -0.369
H 0.811 -4.969 0.312
H 1.367 -5.547 -1.251
H -0.868 -5.081 -2.266
H -1.709 -4.266 0.572
H -2.233 -5.716 -0.279
H -2.733 -4.128 -0.851
H 1.627 -1.802 -3.482
H 0.524 -4.562 -4.250
H 1.776 -3.729 -5.164
H 0.177 -3.012 -5.027
H 2.601 -4.559 -2.608
H 2.985 -3.092 -1.708
H 3.536 -3.275 -3.362
H -1.341 -1.210 -3.456
H -2.837 -3.864 -2.971
H -1.782 -3.542 -4.339
H -3.290 -2.653 -4.158
H -3.227 -2.034 -1.180
H -3.604 -0.877 -2.447
H -2.337 -0.518 -1.270

Calculated values
- HOMO-LUMO gap (alpha / beta) (eV) = 6.84 / 5.85
- E_LUMO (alpha / beta) (eV) = 0.261 / -1.696
- E (Ha) = -6413.4889
- relative energy (zero: lowest compared OMol25 entry of this formula, charge and spin) (kJ/mol) = 0.0
- multiplicity = 5
- highest occupied orbital energy (alpha / beta) (Eh) = -0.2418 / -0.2775



# 5
H6O3 | ωB97M-V/def2-TZVPD

Positions of all 9 atoms, in Å:
O 0.795 0.676 -1.196
H -0.029 0.170 -1.136
H 0.834 0.930 -2.129
O 0.546 -0.190 1.437
H 0.812 -1.132 1.328
H 0.910 0.217 0.628
O -1.310 -0.436 -0.146
H -2.301 -0.303 -0.293
H -0.470 -0.289 0.844

Calculated values
- HOMO-LUMO gap (eV) = 10.42
- E_LUMO (eV) = 0.689
- E (Ha) = -229.2686
- relative energy (zero: lowest compared OMol25 entry of this formula, charge and spin) (kJ/mol) = 148.4
- multiplicity = 1
- highest occupied orbital energy (Eh) = -0.3575



# 6
C27H21BO12 | ωB97M-V/def2-TZVPD

Positions of all 61 atoms, in Å:
O 3.797 -2.320 1.149
C 3.077 -1.605 0.278
O 3.589 -0.243 -0.065
C 1.690 -2.073 -0.460
C 0.670 -3.123 0.276
O -0.594 -2.347 0.052
B -0.149 -0.942 0.355
O 0.973 -0.800 -0.637
H 2.009 -2.637 -1.434
H 0.780 -3.311 1.432
H 0.402 -4.146 -0.229
H -0.990 -0.116 0.331
H 0.459 -1.009 1.381
C -4.540 -5.661 -0.151
C -5.722 -5.359 0.395
C -6.059 -3.973 0.775
O -7.140 -3.696 1.277
C -5.040 -2.933 0.526
C -3.858 -3.235 -0.020
C -3.522 -4.621 -0.399
O -2.441 -4.898 -0.901
H -4.277 -6.672 -0.434
H -6.480 -6.110 0.583
H -5.304 -1.921 0.810
H -3.100 -2.484 -0.208
C -3.147 4.072 0.524
C -2.824 2.776 0.574
C -2.192 2.190 1.773
O -1.894 1.005 1.819
C -1.932 3.091 2.913
C -2.255 4.387 2.863
C -2.887 4.973 1.664
O -3.185 6.159 1.618
H -3.611 4.518 -0.348
H -3.009 2.102 -0.254
H -1.469 2.646 3.785
H -2.071 5.061 3.690
C -1.023 5.728 -3.681
C -1.967 5.512 -2.759
C -3.254 4.883 -3.114
O -4.119 4.687 -2.272
C -3.457 4.500 -4.526
C -2.513 4.716 -5.447
C -1.226 5.345 -5.092
O -0.360 5.542 -5.934
H -0.073 6.190 -3.437
H -1.833 5.787 -1.720
H -4.406 4.039 -4.769
H -2.647 4.442 -6.487
C 7.165 -1.768 2.707
C 6.888 -2.535 1.648
C 7.963 -3.166 0.857
O 7.711 -3.867 -0.114
C 9.355 -2.918 1.282
C 9.632 -2.151 2.341
C 8.557 -1.520 3.132
O 8.809 -0.819 4.103
H 6.389 -1.298 3.298
H 5.873 -2.727 1.324
H 10.132 -3.388 0.692
H 10.648 -1.959 2.666

Calculated values
- HOMO-LUMO gap (eV) = 1.75
- E_LUMO (eV) = 1.235
- E (Ha) = -1968.9841
- net charge = -2
- multiplicity = 1
- highest occupied orbital energy (Eh) = -0.0191



# 7
C14H11N4O7Ru | ωB97M-V/def2-TZVPD

Positions of all 37 atoms, in Å:
Ru 0.678 -0.748 -1.089
O -2.954 1.829 -1.789
C -1.818 1.251 -1.504
O -1.664 0.177 -0.960
C -0.608 2.050 -1.874
C -0.625 3.366 -2.312
C 0.584 4.015 -2.506
C 1.767 3.343 -2.220
C 1.688 2.030 -1.794
N 0.522 1.384 -1.655
C 2.809 1.190 -1.311
O 4.054 1.534 -1.345
O 2.511 0.108 -0.793
H -3.709 1.283 -1.507
H -1.570 3.864 -2.480
H 0.608 5.041 -2.848
H 2.714 3.857 -2.318
H 4.237 2.377 -1.788
O -0.068 -4.257 -1.724
N 0.111 -3.127 -1.513
O -0.709 -2.160 -1.744
O 1.211 -2.647 -0.948
N 1.187 -1.077 2.972
C 1.534 -0.734 1.734
N 0.531 -0.933 0.892
C -0.535 -1.475 1.624
C -1.801 -1.926 1.250
C -2.602 -2.431 2.251
C -2.177 -2.491 3.589
C -0.926 -2.056 3.965
C -0.116 -1.555 2.953
H 1.793 -1.018 3.776
H 2.509 -0.369 1.462
H -2.143 -1.889 0.228
H -3.588 -2.798 2.001
H -2.845 -2.897 4.336
H -0.587 -2.111 4.991

Calculated values
- HOMO-LUMO gap (alpha / beta) (eV) = 6.58 / 6.42
- E_LUMO (alpha / beta) (eV) = -8.199 / -8.357
- E (Ha) = -1380.0623
- net charge = +2
- relative energy (zero: lowest compared OMol25 entry of this formula, charge and spin) (kJ/mol) = 15.2
- multiplicity = 2
- highest occupied orbital energy (alpha / beta) (Eh) = -0.5431 / -0.5429



# 8
C4H3NO3 | ωB97M-V/def2-TZVPD

Positions of all 11 atoms, in Å:
O 0.333 2.135 0.701
C 0.175 1.069 0.235
N 0.944 0.918 -0.893
C 0.777 -0.210 -1.488
O 0.057 -1.243 -1.202
C -0.565 -1.175 -0.029
C -0.534 -0.092 0.705
O -1.023 0.206 1.975
H 1.598 -0.596 -2.286
H -1.252 -2.061 0.255
H -0.510 1.048 2.029

Calculated values
- HOMO-LUMO gap (eV) = 10.40
- E_LUMO (eV) = 0.420
- structure (SMILES) = O=c1ncocc1O
- E (Ha) = -434.6284
- relative energy (zero: lowest compared OMol25 entry of this formula, charge and spin) (kJ/mol) = 259.8
- multiplicity = 1
- highest occupied orbital energy (Eh) = -0.3667